Molecular formula: C5H15N2O
Method: DFT, ωB97M-V/def2-TZVPD

Geometry as XYZ:
```
23
Properties=species:S:1:pos:R:3
C 2.571 0.554 -0.112
C 1.123 0.024 -0.011
C 0.155 1.134 -0.300
C -1.335 0.920 0.006
C -2.929 -0.593 -0.909
N -1.777 -0.073 -1.003
N 0.947 -1.072 -1.052
H 3.332 -0.085 0.342
H 2.677 1.464 0.477
H 2.814 0.736 -1.160
H 1.049 -0.377 0.994
H 0.490 1.989 0.297
H 0.202 1.508 -1.324
H -1.591 0.737 1.044
H -1.786 1.864 -0.313
H -3.184 -1.265 -1.726
H -3.646 -0.414 -0.109
H 0.006 -0.913 -1.461
H 1.000 -1.986 -0.604
H 1.674 -1.098 -1.767
H -0.437 -0.569 3.493
H -0.898 -1.673 2.642
O -0.457 -0.815 2.557
```

Properties
* LUMO energy: -0.1080 Ha
* HOMO: -13.78 eV
* charge: +1
* M: 119.188 g/mol
* energy relative to the best compared isomer or geometry (same formula, charge and spin): 31.2 kcal/mol